Molecular formula: C25H19ClNO2PSe3TeZn
Method: DFT, ωB97M-V/def2-TZVPD

The geometry in XYZ format:
```
54
Properties=species:S:1:pos:R:3
Zn 0.05 1.58 -2.18
Cl -0.98 7.02 3.05
C -0.45 5.89 1.82
C 0.94 5.75 1.57
C 1.38 4.89 0.61
C 0.47 4.09 -0.19
O 0.91 3.31 -1.06
C -0.93 4.26 0.12
C -1.93 3.50 -0.57
O -1.77 2.65 -1.45
C -1.36 5.16 1.11
H 1.63 6.34 2.16
H 2.43 4.77 0.41
H -2.97 3.72 -0.25
H -2.42 5.28 1.30
Se -1.37 -0.23 -3.58
Se -1.32 0.48 -5.77
Te 1.05 1.40 -5.99
Se 1.07 2.97 -4.05
N 0.58 0.46 -0.70
P 0.28 -0.95 -0.21
C -1.44 -1.62 -0.10
C -1.75 -2.95 0.18
C -3.08 -3.35 0.25
C -4.10 -2.44 0.05
C -3.80 -1.11 -0.22
C -2.47 -0.71 -0.28
C 0.80 -1.14 1.55
C 0.85 0.05 2.28
C 1.20 0.03 3.62
C 1.51 -1.17 4.25
C 1.47 -2.35 3.52
C 1.12 -2.34 2.18
C 1.22 -2.33 -1.00
C 2.60 -2.32 -0.79
C 3.43 -3.18 -1.50
C 2.88 -4.05 -2.43
C 1.52 -4.06 -2.65
C 0.69 -3.20 -1.94
H -0.96 -3.67 0.33
H -3.32 -4.39 0.46
H -5.13 -2.76 0.08
H -4.59 -0.39 -0.39
H -2.22 0.32 -0.50
H 0.64 0.97 1.75
H 1.25 0.96 4.18
H 1.79 -1.18 5.30
H 1.73 -3.29 4.01
H 1.10 -3.27 1.62
H 3.02 -1.61 -0.09
H 4.50 -3.16 -1.33
H 3.53 -4.71 -3.00
H 1.09 -4.72 -3.40
H -0.38 -3.20 -2.13
```

Summary:
Net charge = -2
HOMO-LUMO gap = 0.18562 Ha